# C9H6N2S

A cluster of 2 separate species, C9H6N2S in total in a non-equilibrium geometry (ωB97M-V/def2-TZVPD, the OMol25 dataset).

Properties
Calculated total energy   -23235.9296 eV
F_max   0.0608 hartree/bohr
HOMO energy (spin up / spin down)   -8.1 / -8.1 eV
Frontier orbital gap (spin up / spin down)   6.9 / 6.9 eV

Each atom is followed by the atoms it is bonded to, with distances in Å.
Positions of all 18 atoms, in Å:
1 C 4.2671 -0.8789 0.5429  C2 1.263, C9 1.692
2 C 3.2631 -1.0635 -0.1999  C1 1.263, C7 1.870, C9 1.715, N10 1.413
3 C -2.3167 -1.3413 -0.3625  C4 1.378, C5 1.324, H13 1.073
4 C -1.0831 -0.7707 -0.5899  C3 1.378, C6 1.427, H14 1.037
5 C -3.1901 -0.3823 -0.0954  C3 1.324, N11 1.346, H15 1.047
6 C -1.2493 0.6172 -0.3028  C4 1.427, C8 1.375, N11 1.375
7 C 1.8160 0.1202 -0.1552  C2 1.870, C9 1.622, N10 1.262
8 C -0.2226 1.5272 -0.2064  C6 1.375, S12 1.566
9 C 3.0455 0.2375 0.8967  C1 1.692, C2 1.715, C7 1.622, H16 1.125, H17 1.061
10 N 2.0808 -0.8326 -0.9384  C2 1.413, C7 1.262
11 N -2.5856 0.8194 -0.0500  C5 1.346, C6 1.375, H18 1.012
12 S 0.1295 3.0191 0.1138  C8 1.566
13 H -2.6918 -2.3404 -0.4712  C3 1.073
14 H -0.1624 -1.0562 -0.9717  C4 1.037
15 H -4.1942 -0.5037 0.1767  C5 1.047
16 H 2.4366 -0.0206 1.8065  C9 1.125
17 H 3.6419 1.1051 0.7649  C9 1.061
18 H -2.9846 1.7446 0.0419  N11 1.012

Löwdin atomic charge list, values in e, 5 entries:
1 C 0.033
2 C -0.270
3 C -0.074
4 C 0.026
5 C -0.105